This record from OMol25 describes a gas-phase ion, C4H12NO2 (charge +2). The level of theory is ωB97M-V/def2-TZVPD.

Calculated values
<S²>: 0.756
Energy above the lowest of the compared OMol25 structures with the same formula, charge and spin in kJ/mol: 224.46
Multiplicity: 2
Net charge: +2
Frontier orbital gap (alpha / beta) in eV: 13.402 / 3.857
Electronic energy in eV: -9905.10896

Geometry as XYZ:
```
19
Properties=species:S:1:pos:R:3:forces:R:3
H 1.90228 -0.62910 0.31344 -0.8 0.1 0.4
H 1.45855 -1.32854 -1.09841 0.8 0.8 0.3
H 2.18055 0.14599 -0.99500 0.3 1.7 -1.4
H 0.53642 1.78078 2.15412 0.1 0.4 -0.2
H 0.22120 0.07358 1.99742 0.2 0.5 -0.5
O 0.68199 2.11302 -0.39006 -1.2 -0.8 0.9
C -0.32929 1.25658 0.15712 0.6 -0.2 0.4
H -1.03843 -1.54663 0.77560 -0.3 -0.2 -0.2
N 1.46513 -0.40589 -0.59283 -1.3 -4.0 0.9
C -0.16273 1.08260 1.71362 0.9 -1.5 -0.4
O -0.48587 -2.40707 -1.03860 0.9 3.8 -0.1
H -1.33126 1.61937 -0.08628 0.1 -0.1 -0.2
H -1.00383 -3.14839 -0.88801 -1.7 -3.3 0.8
H -1.06548 1.09640 2.30098 -0.8 0.6 -0.3
C -0.98127 -1.31386 -0.31335 0.5 0.9 -0.6
H -0.11825 0.03144 -1.73533 -0.7 0.7 -0.4
H 0.22412 2.69786 -1.00837 0.2 0.5 -0.4
H -2.08765 -1.02826 -0.59824 1.5 -0.4 0.2
C -0.06618 -0.08985 -0.66779 0.7 0.4 0.8
```
Forces are in eV/Å.